(1)
Here is a 2-piece molecular cluster, C28H26Cl4N2O2 overall from the Open Molecules 2025 dataset. Energies are from wB97M-V/def2-TZVPD.

## Properties
- SMILES = C=C1N(c2c(C)cc(C)cc2C)C=CN1c1c(C)cc(C)cc1C.O=C1C(=O)C(Cl)=C(Cl)C(Cl)=C1Cl
- charge = 0
- relative energy (zero: lowest compared OMol25 entry of this formula, charge and spin) (kcal/mol) = 20.7
- largest force on an atom (eV Å⁻¹) = 2.92
- LUMO (eV) = -2.32
- Kohn-Sham gap (eV) = 4.2

Geometry (Å):
C (-0.4486, 0.1043, -0.0096)
C (0.2549, -0.3829, -1.0792)
N (0.7060, -1.6791, -1.2486)
C (0.7917, -2.6423, -0.2041)
C (0.1768, -3.8895, -0.3814)
C (-0.4737, -4.2985, -1.6589)
C (0.1214, -4.7801, 0.6977)
C (0.6960, -4.4603, 1.9307)
C (0.5616, -5.3970, 3.0943)
C (1.4233, -3.2719, 2.0393)
C (1.5158, -2.3701, 0.9708)
C (2.4072, -1.1731, 1.0829)
C (1.2050, -1.8115, -2.5315)
C (1.1563, -0.6047, -3.1352)
N (0.5267, 0.2663, -2.2661)
C (0.5368, 1.6908, -2.3542)
C (1.7416, 2.3710, -2.1306)
C (3.0220, 1.6285, -1.9177)
C (1.7227, 3.7671, -2.0992)
C (0.5377, 4.4798, -2.3013)
C (0.5898, 5.9772, -2.2400)
C (-0.6517, 3.7820, -2.5502)
C (-0.6567, 2.3825, -2.5956)
C (-1.9224, 1.6318, -2.8605)
H (-0.5815, 1.1740, 0.0579)
H (-0.8341, -0.6294, 0.6640)
H (-0.5472, -3.4808, -2.3804)
H (0.0842, -5.1252, -2.1228)
H (-1.4811, -4.6723, -1.4356)
H (-0.4175, -5.7221, 0.5732)
H (0.7384, -4.8710, 4.0358)
H (-0.4426, -5.8333, 3.1317)
H (1.2755, -6.2290, 3.0400)
H (1.9297, -3.0409, 2.9794)
H (2.8511, -1.1380, 2.0868)
H (3.2403, -1.2121, 0.3615)
H (1.8413, -0.2477, 0.9296)
H (1.5739, -2.7589, -2.8977)
H (1.5098, -0.2808, -4.1023)
H (3.8332, 2.3657, -1.8610)
H (3.0454, 1.0463, -0.9830)
H (3.2454, 0.9527, -2.7542)
H (2.6584, 4.3122, -1.9218)
H (-0.3850, 6.4271, -2.4445)
H (0.9222, 6.3034, -1.2463)
H (1.3135, 6.3742, -2.9643)
H (-1.5969, 4.3179, -2.7121)
H (-2.7033, 2.3573, -3.1193)
H (-1.8235, 0.9306, -3.7018)
H (-2.2529, 1.0772, -1.9711)
O (-2.3366, 1.6283, 6.3687)
C (-2.3666, 1.6783, 5.1483)
C (-3.4438, 2.5069, 4.4144)
O (-3.9843, 3.4630, 4.9582)
C (-3.7881, 2.0210, 3.0765)
Cl (-5.2046, 2.6771, 2.4159)
C (-3.0264, 1.0772, 2.4056)
Cl (-3.3945, 0.7078, 0.7567)
C (-1.9495, 0.4038, 3.0640)
Cl (-1.5749, -1.2417, 2.6782)
C (-1.4763, 0.9164, 4.2681)
Cl (0.0088, 0.4445, 4.9516)

Results of the Mulliken charge analysis, in e, for atoms 1 through 8: number 1, C, carries -0.5918; number 2, C, carries 0.2934; number 3, N, carries 0.5907; number 4, C, carries -0.3983; number 5, C, carries 1.1070; number 6, C, carries -2.0185; number 7, C, carries -0.7818; number 8, C, carries 0.8120

=====

(2)
Here is one molecule with the formula C11H9N3 from the Open Molecules 2025 dataset. Energies are from wB97M-V/def2-TZVPD.

## Properties
- charge = 0
- largest force on an atom (eV Å⁻¹) = 9.67
- spin multiplicity = 3
- LUMO (spin up / spin down) (eV) = 0.55 / -3.07
- Kohn-Sham gap (spin up / spin down) (eV) = 6.8 / 6.8

Geometry (Å):
C (-1.3345, -1.4162, 1.1030)
C (0.3870, -0.4438, -3.2055)
C (-0.5176, 0.6462, -3.5364)
C (0.5814, -0.8246, -1.9221)
C (-1.1635, 1.2070, -2.4759)
C (-0.2202, -0.2857, -0.9696)
C (0.9024, -0.7208, 3.1276)
C (0.3054, 0.4334, 2.8287)
C (1.3608, -1.5959, 2.0214)
C (-0.0559, 0.6804, 1.3451)
C (-0.1669, -0.5813, 0.5261)
N (-2.1609, -1.9685, 1.7052)
N (-1.1313, 0.6411, -1.2354)
N (0.9594, -1.5680, 0.8330)
H (1.1632, -0.7658, -3.9775)
H (-0.4658, 0.9408, -4.5540)
H (1.4189, -1.4233, -1.5734)
H (-1.7395, 2.1988, -2.4694)
H (1.2820, -0.9362, 4.1987)
H (0.0779, 1.1151, 3.7049)
H (2.0602, -2.3494, 2.2293)
H (-0.8937, 1.3259, 1.3233)
H (0.7534, 1.3484, 0.8277)

Results of the Mulliken charge analysis, in e, for atoms 1 through 8: number 1, C, carries 0.1430; number 2, C, carries -0.4184; number 3, C, carries -0.4126; number 4, C, carries -0.2635; number 5, C, carries -0.3115; number 6, C, carries -0.6571; number 7, C, carries -0.1535; number 8, C, carries -0.6230

=====

(3)
Here is C2H2LiOPd as an isolated structure from the Open Molecules 2025 dataset. Energies are from wB97M-V/def2-TZVPD.

## Properties
- charge = 0
- largest force on an atom (eV Å⁻¹) = 4.09
- spin multiplicity = 4
- LUMO (spin up / spin down) (eV) = -1.82 / -2.14
- Kohn-Sham gap (spin up / spin down) (eV) = 4.9 / 6.3

Geometry (Å):
H (0.8959, -0.5773, -2.5390)
O (0.1012, 1.4359, 0.7143)
C (0.3972, 0.2002, 1.2450)
C (1.3624, -0.5587, 0.6832)
Pd (-0.0103, 0.1907, -1.2974)
Li (-2.5659, -0.6248, -0.9536)
H (-0.1805, -0.0661, 2.1475)

Atom-resolved charges from Mulliken, all expressed in e: number 1, H, carries 0.0337; number 2, O, carries -0.6214; number 3, C, carries 0.2996; number 4, C, carries -0.6055; number 5, Pd, carries -0.1334; number 6, Li, carries 0.6781; number 7, H, carries 0.3489

=====

(4)
Here is a 2-piece molecular cluster, C3H7NO overall from the Open Molecules 2025 dataset. Energies are from wB97M-V/def2-TZVPD.

## Properties
- SMILES = C=C=N.CO
- charge = 0
- relative energy (zero: lowest compared OMol25 entry of this formula, charge and spin) (kcal/mol) = 63.1
- largest force on an atom (eV Å⁻¹) = 1.49
- LUMO (eV) = 0.89
- Kohn-Sham gap (eV) = 9.7

Geometry (Å):
C (2.0513, -0.2889, 0.4745)
C (1.2896, 0.7385, 0.2068)
N (0.6324, 1.7609, 0.2443)
H (1.7743, -1.2887, 0.1949)
H (3.0547, -0.1413, 0.8422)
H (0.5857, 2.3647, -0.5707)
C (-1.8214, -0.2788, -0.1144)
O (-0.6687, -0.7279, -0.7932)
H (-2.7278, -0.5002, -0.6878)
H (-1.9070, -0.7286, 0.8804)
H (-1.6942, 0.7922, 0.0115)
H (-0.5689, -1.7020, -0.6887)

Results of the Mulliken charge analysis, in e, for atoms 1 through 8: number 1, C, carries -0.9668; number 2, C, carries 0.7419; number 3, N, carries -0.5131; number 4, H, carries 0.1976; number 5, H, carries 0.2790; number 6, H, carries 0.2737; number 7, C, carries -0.5517; number 8, O, carries -0.5101

=====

(5)
Here is C2H3NO3S as an isolated structure from the Open Molecules 2025 dataset. Energies are from wB97M-V/def2-TZVPD.

## Properties
- charge = 0
- relative energy (zero: lowest compared OMol25 entry of this formula, charge and spin) (kcal/mol) = 61.8
- largest force on an atom (eV Å⁻¹) = 2.54
- LUMO (eV) = -1.23
- Kohn-Sham gap (eV) = 9.0

Geometry (Å):
C (0.9786, -1.3179, -0.0565)
C (0.5471, 0.9245, 0.0080)
N (1.3819, -0.1060, -0.2669)
O (-2.1352, 0.3768, 1.1301)
O (-1.9955, 0.5973, -1.3203)
O (-0.2407, -1.6093, 0.2051)
S (-1.3143, 0.3538, -0.0548)
H (1.5939, -2.1910, -0.1215)
H (0.7567, 1.1750, 1.1187)
H (0.4274, 1.7969, -0.6419)

Results of the Mulliken charge analysis, in e, for atoms 1 through 8: number 1, C, carries 0.1962; number 2, C, carries -0.2683; number 3, N, carries -0.5049; number 4, O, carries -0.4362; number 5, O, carries -0.4516; number 6, O, carries -0.5596; number 7, S, carries 0.9579; number 8, H, carries 0.4194

=====

(6)
Here is one molecule with the formula C3H3N3O from the Open Molecules 2025 dataset. Energies are from wB97M-V/def2-TZVPD.

## Properties
- SMILES = [H]/N=N\[C@@H]1OC1=C=N
- charge = 0
- relative energy (zero: lowest compared OMol25 entry of this formula, charge and spin) (kcal/mol) = 128.2
- largest force on an atom (eV Å⁻¹) = 1.45
- LUMO (eV) = 0.08
- Kohn-Sham gap (eV) = 9.4

Geometry (Å):
H (0.0339, 0.9006, -1.4660)
N (0.9764, 1.3539, -1.6161)
N (1.5795, 1.3704, -0.5425)
C (0.7882, 0.8868, 0.5849)
O (1.0601, -0.3614, 1.1275)
C (-0.1524, -0.1664, 0.3316)
C (-1.1087, -1.0309, 0.2466)
N (-1.9398, -1.9301, 0.3436)
H (0.5852, 1.6811, 1.2997)
H (-1.8223, -2.7039, -0.3093)

Results of the Mulliken charge analysis, in e, for atoms 1 through 8: number 1, H, carries 0.2475; number 2, N, carries -0.3254; number 3, N, carries -0.0963; number 4, C, carries 0.4255; number 5, O, carries -0.3978; number 6, C, carries -0.4733; number 7, C, carries 0.6066; number 8, N, carries -0.5911

=====

(7)
Here is C22H24N6NaSbSe4 as an isolated structure from the Open Molecules 2025 dataset. Energies are from wB97M-V/def2-TZVPD.

## Properties
- charge = -2
- relative energy (zero: lowest compared OMol25 entry of this formula, charge and spin) (kcal/mol) = 81.7
- largest force on an atom (eV Å⁻¹) = 1.59
- LUMO (spin up / spin down) (eV) = 3.46 / 3.47
- Kohn-Sham gap (spin up / spin down) (eV) = 4.1 / 3.6

Geometry (Å):
Na (0.1930, 0.7787, -0.4055)
C (-1.2334, 0.4910, 2.5409)
N (0.1346, 0.7186, 2.1206)
C (1.0547, -0.2815, 2.6293)
C (1.7436, -1.1096, 1.5707)
C (2.1630, -2.3947, 1.9152)
C (3.1089, -3.0207, 1.0855)
C (3.3724, -2.4746, -0.1299)
C (2.5161, -1.3884, -0.5770)
N (1.9980, -0.5471, 0.4120)
C (0.6134, 2.0626, 2.3486)
C (-0.1469, 3.1659, 1.6563)
C (0.2890, 4.4791, 1.8312)
C (-0.4109, 5.5013, 1.2229)
C (-1.5168, 5.1841, 0.4464)
C (-1.8582, 3.8451, 0.3153)
N (-1.1980, 2.8647, 0.9100)
C (-1.9923, -0.3481, 1.5478)
C (-2.8853, -1.3348, 1.9408)
C (-3.6456, -1.9720, 0.9711)
C (-3.4840, -1.5960, -0.3483)
C (-2.5294, -0.6325, -0.6460)
N (-1.8107, -0.0292, 0.2770)
H (-1.2913, 0.0341, 3.5450)
H (-1.7451, 1.4543, 2.5741)
H (1.8374, 0.2011, 3.2377)
H (0.5221, -0.9832, 3.2863)
H (1.9034, -2.8237, 2.8720)
H (3.6517, -3.8847, 1.4481)
H (4.1492, -2.8551, -0.7795)
H (2.8867, -0.8273, -1.4313)
H (0.6339, 2.3051, 3.4371)
H (1.6418, 2.1044, 1.9801)
H (1.1718, 4.6815, 2.4253)
H (-0.0827, 6.5273, 1.3173)
H (-2.0763, 5.9551, -0.0593)
H (-2.6899, 3.5334, -0.3040)
H (-3.0010, -1.5845, 2.9878)
H (-4.3589, -2.7378, 1.2522)
H (-4.0776, -2.0132, -1.1433)
H (-2.3772, -0.3204, -1.6674)
Se (-3.3226, 0.8172, -3.7981)
Sb (-1.6695, 2.6407, -4.3546)
Se (-0.0096, 2.7561, -2.2418)
Se (0.0608, 5.0000, -2.3551)
Se (-0.2524, 1.6570, -6.1319)
C (2.0023, -4.2482, -2.2931)
N (1.3331, -2.9887, -2.3603)
C (0.9251, -2.3546, -3.4996)
C (0.2928, -1.2003, -3.1043)
N (0.3000, -1.0828, -1.7769)
C (1.0383, -2.1274, -1.2873)
H (1.6599, -4.8840, -3.1106)
H (1.7855, -4.7339, -1.3421)
H (3.0908, -4.1409, -2.3716)
H (1.0855, -2.7658, -4.4739)
H (-0.1681, -0.4626, -3.7334)
H (0.6743, -2.6113, -0.3813)

Results of the Mulliken charge analysis, in e, for atoms 1 through 8: number 1, Na, carries 0.5955; number 2, C, carries -1.6063; number 3, N, carries 1.2383; number 4, C, carries -1.8213; number 5, C, carries 1.3263; number 6, C, carries -1.4092; number 7, C, carries -0.2615; number 8, C, carries -1.1034